No. 1
Computed, not measured: a structure of composition C23H18N5Zn, with the ωB97M-V functional and the def2-TZVPD basis.

```
47
Properties=species:S:1:pos:R:3:forces:R:3
H -6.002 0.512 3.058 -0.1 0.1 0.1
H -1.974 -3.983 1.960 0.0 0.1 0.1
C -0.485 -3.067 -3.019 0.1 0.3 0.1
C -1.758 -4.798 0.001 0.0 -0.2 -0.5
C 0.026 -1.832 -3.325 -0.1 -0.2 -0.1
C -1.425 -4.590 -1.310 -0.1 -0.2 0.3
H 3.459 3.863 2.695 0.1 0.1 0.1
C -2.286 2.524 0.781 0.1 -0.1 0.0
H -5.381 2.734 2.110 -0.1 0.1 0.0
C -4.426 2.327 1.815 0.3 0.0 -0.2
C 2.075 2.315 3.169 0.0 0.0 -0.1
N -0.324 -1.077 -1.093 0.2 0.5 -0.1
N -1.985 1.266 1.031 0.2 0.2 -0.2
C -4.133 0.980 2.108 0.4 -0.1 -0.1
H -3.216 -2.703 2.838 0.1 -0.1 0.0
C -4.677 -1.167 3.031 -0.5 0.4 0.0
H -1.534 -5.370 -2.046 0.1 -0.2 -0.1
H -3.708 4.125 0.898 0.0 0.1 0.0
H 0.377 -1.599 -4.317 0.0 0.0 -0.1
C -1.702 -3.762 0.941 0.2 0.5 0.0
H -0.553 -3.844 -3.767 0.0 -0.1 -0.1
C -3.448 -1.678 2.610 0.4 0.1 -0.3
C 2.112 1.680 0.524 0.3 0.3 0.0
H 2.096 1.394 -0.518 0.0 0.0 -0.1
C -2.869 0.476 1.687 -0.9 -0.2 0.4
C 1.301 1.259 2.650 0.2 0.3 0.0
N 1.294 0.986 1.333 -0.4 -0.1 0.1
H -1.538 3.109 0.265 0.1 0.0 -0.1
C -0.920 -3.338 -1.708 0.2 0.4 0.2
H -5.361 -1.814 3.561 0.0 0.0 0.0
C 0.086 -0.858 -2.326 0.0 0.0 0.0
C -0.820 -2.291 -0.753 -0.3 -0.9 -0.2
C -3.506 3.097 1.149 -0.2 -0.1 0.2
C -2.540 -0.907 1.905 -0.4 -0.2 0.4
Zn -0.395 0.074 0.603 1.0 0.8 -0.5
H -2.085 -5.773 0.327 -0.1 -0.1 0.0
H 0.142 -0.355 3.092 -0.1 -0.1 0.0
C 2.923 2.693 0.967 -0.1 0.0 -0.2
H 3.553 3.231 0.280 0.1 0.0 -0.1
H 0.467 0.131 -2.545 0.0 0.0 0.0
H 2.014 2.545 4.223 0.0 0.0 0.1
C -1.304 -2.488 0.582 -0.1 -0.4 0.1
C 2.876 3.037 2.321 -0.2 -0.3 0.0
N 0.500 0.520 3.443 -0.2 -0.1 0.2
H 0.575 0.620 4.441 0.0 0.0 0.0
C -5.036 0.129 2.771 0.0 -0.3 0.1
N -1.343 -1.356 1.382 0.0 -0.4 0.6
```
Positions in Å, forces in eV/Å.

* electronic energy: -80009.1332 eV
* HOMO: -0.372 Ha
* total charge: +1
* gap between HOMO and LUMO: 7.33 eV



No. 2
Computed, not measured: an isolated molecule of C4H12N2O, with the ωB97M-V functional and the def2-TZVPD basis.

```
19
Properties=species:S:1:pos:R:3:forces:R:3
H -3.155 -0.732 0.818 0.2 0.2 -0.7
H 1.779 -1.324 0.987 0.0 0.7 0.1
H -1.334 -1.561 -0.650 0.3 0.0 -0.3
C -2.359 -0.028 0.499 1.2 0.9 0.8
C -1.024 -0.794 0.060 -0.2 1.3 0.8
N 0.001 0.120 -0.505 -0.9 0.1 -0.6
N 3.020 -0.543 -0.551 0.3 0.2 0.0
H 2.567 -0.336 -1.444 -0.1 -0.3 0.7
H -0.554 0.894 -0.853 0.3 0.1 -0.3
H -0.546 -1.298 0.904 -0.4 -0.1 0.2
H 1.491 1.530 -0.194 0.1 0.0 0.1
C 2.187 -0.350 0.645 -0.3 0.4 -1.3
O -2.750 0.963 -0.487 -0.3 -1.6 -0.1
H 3.451 -1.456 -0.591 -0.1 0.1 -0.1
H 2.756 0.143 1.436 0.3 -0.5 0.1
H 0.698 0.985 1.311 -0.1 0.4 0.1
H -3.209 0.467 -1.181 0.1 0.4 0.0
C 1.078 0.673 0.333 -0.8 -1.5 0.7
H -2.235 0.646 1.376 0.5 -0.8 -0.3
```
Positions in Å, forces in eV/Å.

* SMILES: NCCNCCO
* electronic energy: -9369.2930 eV
* HOMO: -0.318 Ha
* gap between HOMO and LUMO: 9.55 eV
* energy relative to the best compared isomer or geometry (same formula, charge and spin): 1.901 eV



No. 3
Computed, not measured: a cluster of 3 separate species, C25H34B2BrN4O8 in total, with the ωB97M-V functional and the def2-TZVPD basis.

```
74
Properties=species:S:1:pos:R:3:forces:R:3
H 3.605 4.350 4.339 0.1 -0.1 0.2
H -1.304 -6.398 3.299 0.0 0.0 0.0
H -4.509 -4.361 0.135 -0.1 -0.1 0.0
O 0.304 -1.882 -1.166 0.6 0.1 0.4
H 3.261 1.217 4.215 0.4 -0.3 0.1
H 1.914 -4.852 -1.215 0.0 -0.1 -0.2
H 0.365 -4.466 -0.424 0.0 -0.1 0.0
H 2.743 4.040 -1.169 0.0 0.1 0.1
O 3.837 1.742 3.647 -0.5 0.1 0.0
H 3.925 4.173 1.955 0.1 -0.1 -0.2
H -0.805 -4.210 2.263 0.0 0.0 0.0
H 0.337 2.360 -1.662 0.1 -0.3 0.0
H 2.382 5.379 3.616 -0.1 0.1 0.1
N -5.344 -6.704 1.121 -0.1 -0.1 0.0
C 0.773 2.048 0.405 -0.7 -0.2 -0.3
H -5.367 4.291 -1.258 0.0 0.0 0.0
O -1.984 0.943 -1.385 0.2 0.0 0.0
C 1.845 -0.134 -0.157 -0.8 0.1 -0.6
H -3.249 1.786 -4.959 0.1 -0.1 0.1
C 2.998 3.726 2.331 0.2 -0.1 0.5
C 5.286 -1.798 1.421 -0.6 -1.1 0.8
C -3.908 2.820 -1.787 0.0 0.0 0.3
C -2.006 -5.952 2.608 0.0 0.1 -0.1
C -1.727 -4.725 2.023 0.0 0.0 0.0
C -4.709 3.254 -4.418 0.0 0.1 0.1
H 1.934 3.767 4.208 -0.1 0.2 0.3
C 2.355 3.050 -1.392 -0.2 -0.3 -0.3
O -5.565 -7.755 1.684 0.0 0.0 0.0
O 5.105 -2.822 2.014 0.4 1.2 -1.0
H -0.598 4.241 -0.059 -0.2 0.0 -0.1
C -4.902 3.741 -2.065 0.0 0.0 -0.1
H 0.479 -3.356 -2.613 -0.1 0.3 -0.2
C 2.923 -0.801 0.280 0.0 -0.4 -0.2
O 0.750 0.014 -2.499 0.3 1.1 0.6
H -0.164 0.341 -2.626 0.2 -0.8 -0.7
B 3.204 2.181 2.509 0.1 0.6 -0.1
H 5.477 0.312 1.794 0.1 0.0 0.0
C -3.190 -6.608 2.309 0.1 -0.2 0.2
C -2.625 -4.152 1.132 0.1 -0.1 0.1
N 1.789 1.011 0.586 -0.5 0.6 -0.3
C 2.714 4.351 3.726 -0.1 -0.1 -0.7
C 1.048 -2.945 -1.783 0.0 -0.9 0.0
H -3.412 -7.562 2.765 -0.1 0.0 -0.1
O -6.091 -6.172 0.326 0.0 0.1 0.0
C 2.797 1.061 1.451 0.2 0.4 0.6
H -2.403 -3.196 0.677 0.0 0.0 0.0
C -3.809 -4.804 0.827 0.0 0.2 -0.2
H 3.065 2.312 -1.020 0.0 -0.1 0.0
H 0.708 2.668 1.288 0.4 0.1 0.2
H 4.576 -0.564 3.012 -0.1 -0.2 0.1
H 1.847 -3.650 0.067 0.0 -0.1 0.2
C -4.077 -6.021 1.425 0.2 0.1 0.1
O -1.781 0.549 -3.490 0.0 0.2 0.3
C 0.910 2.861 -0.891 0.5 0.8 0.3
H -6.087 4.671 -3.590 0.0 0.0 0.0
C -3.712 2.332 -4.150 0.0 -0.1 -0.3
H -5.024 3.424 -5.437 0.0 0.0 0.0
C 0.270 4.254 -0.715 0.2 -0.4 -0.3
C -5.305 3.955 -3.377 0.0 0.0 0.0
H 2.220 3.995 1.623 0.0 0.0 -0.2
C 4.736 -0.469 1.947 0.5 0.5 -0.1
Br 6.257 -1.688 -0.255 -0.2 0.0 0.4
H 0.997 4.969 -0.339 0.0 0.0 0.3
C 1.306 -4.060 -0.787 0.0 0.5 0.3
H 2.348 2.933 -2.473 0.2 0.1 -0.1
N -2.294 1.136 -2.548 -0.4 0.1 -0.2
H 3.237 -1.739 -0.134 0.5 -0.2 0.4
N 3.501 -0.060 1.265 0.9 -1.3 0.0
H -0.183 1.528 0.362 -0.1 -0.1 0.0
H 0.003 4.600 -1.711 -0.3 0.2 0.0
B 0.915 -0.660 -1.339 -1.1 -0.3 -0.2
C -3.329 2.124 -2.836 -0.2 0.1 -0.1
H -3.598 2.650 -0.766 0.1 -0.1 0.0
H 2.014 -2.594 -2.160 -0.1 0.2 -0.2
```
Positions in Å, forces in eV/Å.

* electronic energy: -120204.3561 eV
* HOMO: -0.429 Ha
* total charge: +1
* gap between HOMO and LUMO: 8.08 eV



No. 4
Computed, not measured: a structure of composition C8H5NNiO3, with the ωB97M-V functional and the def2-TZVPD basis.

```
18
Properties=species:S:1:pos:R:3:forces:R:3
O 3.359 -1.828 -4.828 -1.6 2.1 0.2
C 0.522 -1.063 0.592 -0.3 0.2 0.2
H -1.746 0.880 3.014 0.1 -0.2 0.1
Ni -0.396 1.138 -1.343 0.6 -0.7 0.9
O -2.650 0.235 -3.014 4.4 2.4 4.4
C 2.661 -0.928 -4.725 1.6 -2.1 -0.1
H -1.360 1.650 0.710 -0.3 0.5 0.2
C -1.089 0.291 2.383 -0.5 0.7 -0.1
H 1.151 -1.583 -0.139 -0.3 0.3 0.3
H -0.612 -1.248 3.843 0.1 0.2 -0.7
O 1.524 3.384 -1.224 -4.8 -4.8 0.2
C -1.849 0.627 -2.260 -7.7 -4.2 -6.6
C 0.720 2.536 -1.206 7.7 7.4 0.3
C -0.465 -0.877 2.814 0.5 -0.5 -0.4
C 0.358 -1.563 1.903 -0.2 0.5 -0.4
H 0.874 -2.485 2.184 -0.2 0.4 -0.2
C -0.894 0.753 1.098 1.0 -1.4 -0.5
N -0.108 0.080 0.198 -0.1 -0.8 2.1
```
Positions in Å, forces in eV/Å.

* expectation value of S²: 2.009
* multiplicity: 3
* electronic energy: -57031.5057 eV
* HOMO (spin up / spin down): -0.675 / -0.674 Ha
* total charge: +2
* gap between HOMO and LUMO (spin up / spin down): 8.11 / 5.75 eV



No. 5
Computed, not measured: a cluster of 7 separate species, C7H28O7 in total, with the ωB97M-V functional and the def2-TZVPD basis.

```
42
Properties=species:S:1:pos:R:3:forces:R:3
H -0.288 0.831 2.363 -0.4 0.4 -0.2
H -1.740 -0.542 3.276 0.1 0.2 -0.4
H 0.839 5.206 -2.153 0.1 0.1 -0.2
H -4.691 -1.782 0.558 -0.1 -0.2 -0.1
H -1.034 2.108 3.423 -0.7 -0.2 0.0
H 2.603 5.261 -1.880 0.0 0.0 -0.2
H 0.284 -0.913 -1.275 0.9 0.4 -0.5
H 2.098 2.919 -1.100 0.1 0.0 -0.1
H -2.446 3.124 0.936 0.0 0.1 0.0
C 0.783 -0.605 -0.355 -0.9 0.0 1.3
H -0.730 -3.368 -0.059 -0.2 0.3 -0.1
H -0.877 2.291 0.731 -0.5 -0.5 0.0
O 1.555 3.704 -1.000 0.0 0.1 -0.2
O -2.315 -4.226 -1.154 -0.2 0.6 0.7
H 1.061 0.451 -0.236 -0.2 0.0 -0.8
H -2.410 -4.712 -1.975 0.1 0.0 -0.1
H 5.392 -2.507 1.289 -0.2 0.2 0.2
C -0.614 1.105 3.367 1.7 -0.9 -0.3
H 1.678 -1.165 -0.074 -0.1 -0.2 -0.6
H -1.083 -0.818 0.422 0.1 0.1 -0.6
O -0.157 -0.900 0.674 0.0 -0.3 1.1
O -0.913 4.173 0.046 -0.3 0.7 -0.4
C -0.946 -3.771 -1.038 0.0 -1.9 -1.9
H 6.573 -1.998 -0.515 0.1 -0.1 -0.2
H 3.912 -2.510 0.335 0.1 -0.1 -0.3
C 4.898 -2.061 0.424 0.5 0.1 -0.2
C -1.608 2.960 0.261 1.2 -0.1 -0.2
H -4.503 -0.282 -0.295 -0.2 0.0 -0.3
H -0.354 -4.668 -1.262 0.4 0.2 0.7
H 1.903 4.055 -3.020 0.0 0.2 -0.1
C 1.751 4.615 -2.096 0.1 -0.5 0.5
H -0.730 -3.153 -1.915 0.1 0.8 0.6
H 0.343 1.134 3.898 -0.1 0.2 0.3
H 4.781 -0.981 0.540 -0.1 0.0 0.3
H -1.967 2.527 -0.681 -0.1 -0.1 0.1
O -1.326 0.022 3.929 -0.6 0.3 0.8
H -5.038 -1.769 -1.181 0.0 0.2 -0.2
O 5.693 -2.309 -0.743 -0.4 -0.1 0.2
O -3.011 -1.590 -0.633 0.3 -0.2 -0.4
H -0.107 4.011 -0.485 -0.5 -0.3 0.6
C -4.392 -1.358 -0.407 0.4 0.0 0.8
H -2.867 -2.510 -0.938 -0.4 0.4 0.3
```
Positions in Å, forces in eV/Å.

* SMILES: CO.CO.CO.CO.CO.CO.CO
* electronic energy: -22041.8182 eV
* HOMO: -0.350 Ha
* gap between HOMO and LUMO: 9.89 eV
* energy relative to the best compared isomer or geometry (same formula, charge and spin): 4.060 eV



No. 6
Computed, not measured: a cluster of 2 separate species, CH5N3 in total, with the ωB97M-V functional and the def2-TZVPD basis.

```
9
Properties=species:S:1:pos:R:3:forces:R:3
H -1.399 -0.632 -0.758 -0.3 -1.3 -1.5
N 2.246 0.219 -0.265 -5.3 1.6 0.9
N 1.453 -0.480 0.292 -0.7 1.2 -0.8
N -0.279 0.598 0.340 3.6 1.7 1.5
H 0.050 1.172 -0.438 -0.5 -0.4 -0.2
H 3.098 -0.143 -0.454 3.9 -2.0 -0.3
H -2.376 0.357 0.177 0.6 0.2 0.6
C -1.409 -0.189 0.196 -0.9 1.4 -2.7
H -1.383 -0.903 0.912 -0.4 -2.3 2.4
```
Positions in Å, forces in eV/Å.

* electronic energy: -5583.8833 eV
* HOMO (spin up / spin down): -0.302 / -0.314 Ha
* gap between HOMO and LUMO (spin up / spin down): 8.86 / 9.27 eV
* energy relative to the best compared isomer or geometry (same formula, charge and spin): 5.093 eV